The following is a quantum chemistry calculation of 4 unconnected molecules or ions with the total composition C48H69N6O8 in a non-equilibrium geometry, from the Open Molecules 2025 dataset.

Results
E_LUMO	-2.387	eV
net charge	+1
highest occupied orbital energy	-10.61	eV
frontier orbital gap	0.3023	Eh

Last columns: bonded neighbours and bond lengths (Å).
CARTESIAN COORDINATES (ANGSTROEM)
1 C -0.97804 2.74362 -4.56700  C2 1.537, H36 1.090, H37 1.088, H38 1.089
2 C -0.98502 1.91670 -3.27124  C1 1.537, C3 1.539, H39 1.090, H40 1.091
3 C -1.86818 0.66126 -3.38378  C2 1.539, C4 1.543, H41 1.092, H42 1.085
4 C -1.04722 -0.52444 -3.93358  C3 1.543, C5 1.542, H43 1.093, H44 1.084
5 C -0.25895 -1.13704 -2.75802  C4 1.542, C6 1.549, H45 1.088, H46 1.087
6 C 0.91474 -1.99048 -3.30000  C5 1.549, C7 1.532, H47 1.089, H48 1.090
7 C 2.25866 -1.75343 -2.60449  C6 1.532, C8 1.527, H49 1.092, H50 1.090
8 C 2.18517 -1.95371 -1.09269  C7 1.527, C9 1.545, H51 1.090, H52 1.092
9 C 3.46607 -1.59296 -0.30720  C8 1.545, C10 1.544, H53 1.093, H54 1.094
10 C 4.81027 -1.80301 -1.03826  C9 1.544, C11 1.548, H55 1.083, H56 1.089
11 C 5.88140 -2.46097 -0.13481  C10 1.548, C12 1.538, H57 1.090, H58 1.090
12 C 6.84807 -1.45717 0.51703  C11 1.538, C13 1.534, H59 1.093, H60 1.089
13 C 6.87082 -1.59814 2.04402  C12 1.534, C14 1.539, H61 1.094, H62 1.088
14 C 7.51734 -0.36692 2.70369  C13 1.539, C15 1.529, H63 1.089, H64 1.093
15 C 6.51480 0.77071 2.89810  C14 1.529, C16 1.509, N35 1.505, H65 1.089
16 C 7.19547 1.95022 3.54922  C15 1.509, O17 1.412, H66 1.088, H67 1.095
17 O 6.33475 3.06392 3.66717  C16 1.412, C18 1.410
18 C 4.99996 2.75580 4.00053  O17 1.410, C19 1.532, C30 1.539, H68 1.104
19 C 4.45918 3.92749 4.82629  C18 1.532, C20 1.538, H69 1.091, H70 1.086
20 C 3.86569 5.06038 3.97219  C19 1.538, C21 1.512, H71 1.087, H72 1.091
21 C 4.72049 5.46910 2.79408  C20 1.512, O22 1.191, N23 1.455
22 O 5.85783 5.79275 2.93885  C21 1.191
23 N 4.08135 5.46444 1.48650  C21 1.455, C24 1.425, H73 1.017
24 C 4.92862 5.03585 0.42415  N23 1.425, C25 1.393, C29 1.394
25 C 5.19249 5.84710 -0.67659  C24 1.393, C26 1.391, H74 1.082
26 C 5.99456 5.37982 -1.71306  C25 1.391, C27 1.389, H75 1.081
27 C 6.54764 4.10630 -1.68739  C26 1.389, C28 1.394, H76 1.079
28 C 6.28878 3.29217 -0.58606  C27 1.394, C29 1.389, H77 1.082
29 C 5.48012 3.75565 0.44324  C24 1.394, C28 1.389, H78 1.081
30 C 4.82966 1.40458 4.71647  C18 1.539, N31 1.433, N35 1.537, H79 1.087
31 N 3.43754 1.10870 4.88171  C30 1.433, C32 1.476, H80 1.012
32 C 3.00270 0.84251 6.26675  N31 1.476, C33 1.529, H81 1.093, H82 1.090
33 C 1.49086 0.61681 6.28276  C32 1.529, C34 1.536, H83 1.085, H84 1.093
34 C 1.09505 -0.50208 5.30742  C33 1.536, H85 1.092, H86 1.085, H87 1.086
35 N 5.35289 0.33235 3.74764  C15 1.505, C30 1.537, H88 1.021, H89 1.021
36 H -1.66894 3.58317 -4.48839  C1 1.090
37 H 0.00139 3.15938 -4.79561  C1 1.088
38 H -1.29657 2.13089 -5.40944  C1 1.089
39 H -1.32166 2.53357 -2.43807  C2 1.090
40 H 0.03648 1.59902 -3.05676  C2 1.091
41 H -2.16371 0.40424 -2.36484  C3 1.092
42 H -2.74630 0.86443 -3.98824  C3 1.085
43 H -0.36800 -0.13073 -4.69370  C4 1.093
44 H -1.69605 -1.25944 -4.39508  C4 1.084
45 H -0.94048 -1.82683 -2.26363  C5 1.088
46 H 0.07755 -0.34533 -2.09301  C5 1.087
47 H 0.65970 -3.04924 -3.29084  C6 1.089
48 H 1.05661 -1.71913 -4.34646  C6 1.090
49 H 2.62176 -0.74701 -2.82114  C7 1.092
50 H 2.93864 -2.50492 -3.00703  C7 1.090
51 H 1.85113 -2.95746 -0.82870  C8 1.090
52 H 1.40045 -1.29000 -0.72411  C8 1.092
53 H 3.39338 -0.57108 0.07325  C9 1.093
54 H 3.48466 -2.24088 0.57374  C9 1.094
55 H 4.71534 -2.41230 -1.92880  C10 1.083
56 H 5.20031 -0.81957 -1.29830  C10 1.089
57 H 6.47286 -3.12032 -0.77063  C11 1.090
58 H 5.42109 -3.11409 0.60649  C11 1.090
59 H 6.57925 -0.42926 0.26150  C12 1.093
60 H 7.86380 -1.62804 0.16347  C12 1.089
61 H 5.84297 -1.74099 2.39113  C13 1.094
62 H 7.44113 -2.47736 2.33652  C13 1.088
63 H 8.29512 -0.00694 2.03131  C14 1.089
64 H 8.00523 -0.59065 3.65608  C14 1.093
65 H 6.17653 1.05026 1.90197  C15 1.089
66 H 8.00538 2.25108 2.88810  C16 1.088
67 H 7.63904 1.68983 4.51588  C16 1.095
68 H 4.35608 2.69527 3.10577  C18 1.104
69 H 3.63981 3.56293 5.44720  C19 1.091
70 H 5.22303 4.29301 5.50701  C19 1.086
71 H 2.84855 4.82491 3.66906  C20 1.087
72 H 3.81243 5.94127 4.61403  C20 1.091
73 H 3.82607 6.43505 1.32033  N23 1.017
74 H 4.76281 6.83811 -0.74423  C25 1.082
75 H 6.19565 6.01719 -2.56283  C26 1.081
76 H 7.16656 3.72502 -2.48521  C27 1.079
77 H 6.69982 2.29364 -0.51244  C28 1.082
78 H 5.25828 3.10953 1.28148  C29 1.081
79 H 5.37227 1.35228 5.65679  C30 1.087
80 H 2.86057 1.81637 4.44468  N31 1.012
81 H 3.26690 1.70270 6.88781  C32 1.093
82 H 3.49203 -0.07027 6.60616  C32 1.090
83 H 1.16412 0.39612 7.29311  C33 1.085
84 H 1.05082 1.54331 5.90537  C33 1.093
85 H 1.83180 -1.30580 5.36267  C34 1.092
86 H 0.11348 -0.89229 5.55680  C34 1.085
87 H 1.10670 -0.16021 4.27673  C34 1.086
88 H 5.60371 -0.53450 4.22507  N35 1.021
89 H 4.55007 0.12527 3.15214  N35 1.021
90 C -6.27693 -4.61775 -1.59292  C91 1.389, C95 1.389, H99 1.076
91 C -4.97407 -4.47398 -1.13307  C90 1.389, C92 1.385, H100 1.082
92 C -3.96176 -4.11036 -2.00576  C91 1.385, C93 1.383, H101 1.080
93 C -4.27592 -3.89398 -3.33544  C92 1.383, C94 1.383, N96 1.468
94 C -5.56450 -4.03559 -3.81612  C93 1.383, C95 1.385, H102 1.080
95 C -6.56773 -4.40113 -2.93382  C90 1.389, C94 1.385, H103 1.081
96 N -3.21270 -3.48919 -4.26304  C93 1.468, O97 1.219, O98 1.213
97 O -2.08076 -3.37890 -3.82471  N96 1.219
98 O -3.51534 -3.27384 -5.41809  N96 1.213
99 H -7.05876 -4.89600 -0.90856  C90 1.076
100 H -4.74826 -4.64239 -0.08845  C91 1.082
101 H -2.94675 -3.99666 -1.65517  C92 1.080
102 H -5.78467 -3.86107 -4.85843  C94 1.080
103 H -7.58246 -4.51148 -3.28989  C95 1.081
104 C -7.60718 4.15846 -5.12187  C105 1.389, C109 1.389, H113 1.082
105 C -6.28478 4.01483 -4.72259  C104 1.389, C106 1.385, H114 1.081
106 C -5.80920 2.77523 -4.32688  C105 1.385, C107 1.383, H115 1.080
107 C -6.67314 1.69596 -4.34255  C106 1.383, C108 1.382, N110 1.472
108 C -7.99381 1.81836 -4.73105  C107 1.382, C109 1.386, H116 1.080
109 C -8.46043 3.06293 -5.12253  C104 1.389, C108 1.386, H117 1.081
110 N -6.16600 0.37253 -3.94370  C107 1.472, O111 1.215, O112 1.213
111 O -5.00565 0.30131 -3.58941  N110 1.215
112 O -6.93204 -0.56655 -3.99697  N110 1.213
113 H -7.97361 5.12711 -5.43497  C104 1.082
114 H -5.62180 4.86899 -4.72215  C105 1.081
115 H -4.78220 2.65345 -4.01508  C106 1.080
116 H -8.64868 0.96000 -4.73116  C108 1.080
117 H -9.49012 3.17689 -5.43168  C109 1.081
118 C -11.93102 -5.45452 3.14244  C119 1.389, C123 1.389, H127 1.082
119 C -10.61001 -5.32532 3.55121  C118 1.389, C120 1.385, H128 1.081
120 C -9.63597 -4.94449 2.64308  C119 1.385, C121 1.383, H129 1.080
121 C -10.00861 -4.69595 1.33493  C120 1.383, C122 1.383, N124 1.470
122 C -11.31692 -4.82412 0.90602  C121 1.383, C123 1.385, H130 1.080
123 C -12.28265 -5.20771 1.82182  C118 1.389, C122 1.385, H131 1.081
124 N -8.98357 -4.27193 0.37020  C121 1.470, O125 1.220, O126 1.213
125 O -7.83215 -4.18498 0.76341  N124 1.220
126 O -9.33810 -4.03116 -0.76479  N124 1.213
127 H -12.68949 -5.74779 3.85593  C118 1.082
128 H -10.33840 -5.51929 4.57947  C119 1.081
129 H -8.60657 -4.84167 2.95149  C120 1.080
130 H -11.58155 -4.62789 -0.12212  C122 1.080
131 H -13.31101 -5.31147 1.50514  C123 1.081

Here are the Mulliken charges for atoms 1 to 99, given in e: -1.302, -0.517, -0.579, -0.887, -0.464, -0.930, -0.322, -0.748, -0.474, -0.444, -1.292, 0.268, -0.837, -1.287, 1.071, -1.304, -0.222, 0.247, -0.826, -0.993, 0.535, -0.478, -0.231, 0.322, -0.809, -0.718, -0.687, -0.473, 0.926, -1.155, 0.163, -0.683, -0.612, -1.051, -0.007, 0.301, 0.350, 0.340, 0.507, 0.207, 0.360, 0.278, 0.512, 0.229, -0.034, 0.612, 0.488, 0.383, 0.276, 0.351, 0.267, 0.251, 0.253, 0.362, 0.397, 0.252, 0.368, 0.568, -0.381, 0.414, 0.468, 0.394, 0.465, 0.428, -0.351, 0.552, 0.256, 0.662, 0.153, 0.418, 0.347, 0.449, 0.345, 0.334, 0.366, 0.434, 0.248, -0.124, 0.377, 0.308, 0.370, 0.371, 0.385, 0.313, 0.266, 0.364, 0.283, 0.556, 0.510, -0.224, -0.840, -0.152, 0.153, -0.389, -0.420, 0.981, -0.576, -0.612, 0.353